No. 1
Formula: C4H13NO3
Source: the Open Molecules 2025 dataset
Level of theory: the ωB97M-V functional and the def2-TZVPD basis

Geometry as XYZ:
```
21
Properties=species:S:1:pos:R:3:forces:R:3
N -0.74857 -1.74893 -1.24035 0.64 0.62 0.34
C 0.43475 -1.03215 -1.07526 0.16 -0.63 -1.25
C 0.60802 -0.12230 0.11277 0.25 -0.19 -0.79
C -0.44743 0.98452 0.02118 -0.42 -0.33 1.02
C 0.44848 -1.02146 1.32189 -0.72 1.49 2.24
O 1.34862 -1.22303 -1.85596 0.12 -0.02 0.06
H -1.62934 -1.39591 -0.90883 0.02 -0.10 0.13
H -0.76038 -2.30342 -2.08046 -0.08 0.07 -0.04
H 1.67417 0.20259 0.10830 -0.91 0.08 -0.29
H -0.59033 1.47031 0.98431 0.10 -0.23 0.20
H -0.37955 1.84266 -0.61176 0.99 0.18 -1.02
H -1.36747 0.49310 -0.28400 -0.33 0.24 0.41
H 0.88400 -0.46583 2.17800 0.16 -0.46 -0.27
H 0.92341 -1.98631 1.25140 0.12 -0.22 -0.20
H -0.59586 -1.11260 1.67374 0.22 -0.34 -0.66
H -2.99997 0.82364 2.98837 0.21 0.14 0.15
H -1.87586 1.30426 2.00954 0.05 0.06 0.41
O -2.74441 0.91056 2.06871 -0.61 -0.31 -0.33
H 2.92041 0.98469 -1.64191 -0.51 0.00 -0.45
H 2.00273 1.77942 -2.64780 -0.69 -0.30 0.11
O 2.89459 1.61617 -2.37190 1.22 0.26 0.24
```
Forces are in eV/Å.

Its relative energy (zero: lowest compared OMol25 entry of this formula, charge and spin) is 95.15 kJ/mol.

Löwdin population analysis, charges in e, atoms 1 to 5: atom 1 (N): 0.162, atom 2 (C): -0.528, atom 3 (C): -0.338, atom 4 (C): -0.042, atom 5 (C): -0.070

No. 2
Formula: C4H13NO3
Source: the Open Molecules 2025 dataset
Level of theory: the ωB97M-V functional and the def2-TZVPD basis

Geometry as XYZ:
```
21
Properties=species:S:1:pos:R:3:forces:R:3
C -1.78188 0.11799 -0.41983 1.27 1.60 0.70
O -2.82735 0.50867 0.38628 -1.26 -2.87 1.48
C -0.38168 0.48971 0.17645 1.46 -1.10 1.37
C 0.73595 -0.22455 -0.80135 -0.56 -1.19 2.18
C 2.21898 -0.13523 -0.25982 -0.11 -0.01 1.92
O 0.53598 0.43245 -2.01119 0.35 -0.36 -1.94
N -0.26819 2.03671 0.36465 0.08 -1.68 -1.77
H -1.89826 0.65704 -1.32729 0.26 0.04 -1.39
H -1.90713 -0.94980 -0.55317 0.30 -0.23 -0.20
H -0.27753 -0.10171 1.18842 -0.18 1.74 -1.67
H 0.41711 -1.38534 -0.83063 0.67 2.44 -0.07
H 2.65194 0.88620 -0.34369 -0.92 -0.17 0.58
H 3.03052 -0.64912 -0.77770 -0.67 -0.81 -0.51
H 2.28047 -0.54741 0.86075 -0.30 1.14 -2.38
H 0.73142 -0.12350 -2.80069 -0.03 0.54 1.09
H 0.09123 2.39578 -0.55276 -0.42 -0.30 1.28
H 0.30131 2.43917 1.12291 -0.22 -1.07 -0.55
H -2.99798 1.40777 0.47992 0.31 2.44 -0.16
H -0.69798 -2.13795 1.44202 -0.64 -0.42 0.00
H -0.01120 -2.92189 2.63668 -0.47 -0.25 -0.09
O 0.05427 -2.19499 2.02003 1.09 0.53 0.15
```
Forces are in eV/Å.

Its relative energy (zero: lowest compared OMol25 entry of this formula, charge and spin) is 266.52 kJ/mol.

Löwdin population analysis, charges in e, atoms 1 to 5: atom 1 (C): -0.268, atom 2 (O): -0.043, atom 3 (C): -0.257, atom 4 (C): -0.406, atom 5 (C): -0.067

No. 3
Formula: C4H13NO3
Source: the Open Molecules 2025 dataset
Level of theory: the ωB97M-V functional and the def2-TZVPD basis

Geometry as XYZ:
```
21
Properties=species:S:1:pos:R:3:forces:R:3
C 4.01219 -0.96059 0.60583 0.97 -0.45 0.73
C 2.64823 -1.01738 1.23252 0.75 0.73 -0.25
C 2.00257 -2.15975 1.40621 0.02 0.08 0.31
N 0.71149 -2.33633 1.93189 -0.11 -0.18 -0.41
C 0.50528 -2.06773 3.13841 0.32 -0.03 0.55
H 4.18073 -1.82232 -0.03015 0.02 0.05 -0.41
H 4.82545 -1.01760 1.34918 -0.36 -0.13 0.21
H 4.28055 -0.03239 0.11133 -0.57 0.06 -0.49
H 2.29185 -0.02816 1.50725 -0.64 -0.35 0.14
H 2.48858 -3.09633 1.15048 -0.13 0.00 -0.31
H 1.30668 -1.71421 3.79470 -0.01 0.10 0.03
H -0.45976 -2.25538 3.59037 -0.26 0.12 -0.09
H -2.16181 2.98629 -0.76354 -0.93 0.42 -0.61
H -3.50831 2.01906 -0.71900 -0.09 0.88 -0.52
O -2.59939 2.18236 -0.48689 0.99 -1.25 1.08
H -2.83227 5.57560 -0.96154 -0.06 0.12 -0.11
H -2.48604 5.48690 -2.46872 -0.09 0.11 0.02
O -2.32550 5.08404 -1.61277 0.18 -0.27 0.14
H -3.82566 -1.13766 -4.70448 -0.11 0.86 -0.37
H -4.97082 -1.79234 -3.86456 -0.14 0.37 -0.12
O -4.08402 -1.89607 -4.20650 0.24 -1.24 0.48
```
Forces are in eV/Å.

Its relative energy (zero: lowest compared OMol25 entry of this formula, charge and spin) is 281.60 kJ/mol.

Löwdin population analysis, charges in e, atoms 1 to 5: atom 1 (C): -0.125, atom 2 (C): -0.160, atom 3 (C): -0.209, atom 4 (N): -0.015, atom 5 (C): -0.053

No. 4
Formula: C4H13NO3
Source: the Open Molecules 2025 dataset
Level of theory: the ωB97M-V functional and the def2-TZVPD basis

Geometry as XYZ:
```
21
Properties=species:S:1:pos:R:3:forces:R:3
C 0.85898 0.00400 0.82425 0.74 0.28 -0.40
C 0.91483 1.49359 0.42912 -0.19 -0.43 0.27
N 1.94196 2.23030 1.13813 0.14 0.04 0.01
O 0.43298 -0.05167 2.15459 -0.15 -0.14 0.26
O 0.06702 -0.79489 -0.01806 -0.35 -0.12 -0.09
H 0.25026 -0.45637 -1.94190 0.21 -0.08 -0.21
H 0.38797 -0.97608 2.43394 0.12 0.14 -0.06
H 1.86981 -0.44042 0.71422 -0.33 0.20 0.09
H 2.86404 1.87006 0.91361 -0.07 0.05 0.07
H 1.79687 2.11949 2.13361 0.11 0.04 0.06
H -0.04858 1.95010 0.67901 0.03 -0.07 -0.18
H 1.08213 1.57399 -0.64548 -0.08 -0.04 -0.01
C -1.33018 -0.46259 -0.04798 -0.23 -0.04 -0.03
C -2.08846 -1.65919 -0.59674 0.18 0.35 0.18
O 0.18983 -0.12228 -2.85265 -0.53 0.44 0.46
H 0.79689 -0.62611 -3.38001 0.42 -0.39 -0.23
H -1.48210 0.40706 -0.69886 0.01 -0.04 0.11
H -1.66665 -0.21502 0.96472 0.04 0.01 -0.17
H -1.71506 -1.91725 -1.58130 0.03 -0.06 -0.18
H -1.97922 -2.51729 0.05927 0.01 -0.12 0.08
H -3.14330 -1.40941 -0.68149 -0.10 -0.02 -0.01
```
Forces are in eV/Å.

Its relative energy (zero: lowest compared OMol25 entry of this formula, charge and spin) is 118.81 kJ/mol.

Löwdin population analysis, charges in e, atoms 1 to 5: atom 1 (C): -0.437, atom 2 (C): -0.216, atom 3 (N): 0.007, atom 4 (O): 0.004, atom 5 (O): -0.132

No. 5
Formula: C4H13NO3
Source: the Open Molecules 2025 dataset
Level of theory: the ωB97M-V functional and the def2-TZVPD basis

Geometry as XYZ:
```
21
Properties=species:S:1:pos:R:3:forces:R:3
C 0.26519 1.15648 0.00412 0.51 2.32 0.37
C 0.41333 0.54707 -1.37853 4.70 -0.40 0.68
C -0.77940 0.34325 -2.25909 -0.31 -1.45 -0.91
O -2.02999 0.89342 -1.94990 -0.72 0.86 0.13
N 0.16760 0.24142 1.13212 -1.27 0.58 -0.95
C 1.18674 0.13637 2.13141 0.88 -1.69 -0.71
O 1.61570 -1.23717 2.26602 -0.52 -1.25 -0.30
H 1.11174 1.84136 0.21981 0.08 -0.70 -0.34
H -0.51531 1.99124 -0.02384 0.21 -1.41 0.25
H 1.10295 -0.42267 -1.23671 -2.14 1.40 -0.19
H 1.28117 1.10955 -1.85401 -1.57 0.11 -0.01
H -0.62328 0.78033 -3.28198 0.27 -1.10 0.80
H -0.87503 -0.77557 -2.21634 -0.31 0.76 -1.02
H -2.26368 1.03856 -1.03196 0.48 -0.30 0.27
H -0.82417 0.20776 1.36470 0.75 -0.26 1.00
H 2.17971 0.56515 1.84012 -1.41 0.92 0.11
H 0.85115 0.36091 3.13458 0.01 0.69 0.16
H 1.25908 -1.79666 1.53728 0.31 0.92 0.64
H -1.06682 -2.14552 -0.21998 0.04 0.03 -0.06
H -1.11106 -2.15056 1.29648 -0.01 -0.16 -0.15
O -1.34565 -2.68473 0.52571 0.04 0.12 0.22
```
Forces are in eV/Å.

Its relative energy (zero: lowest compared OMol25 entry of this formula, charge and spin) is 313.88 kJ/mol.

Löwdin population analysis, charges in e, atoms 1 to 5: atom 1 (C): -0.257, atom 2 (C): -0.203, atom 3 (C): -0.290, atom 4 (O): -0.067, atom 5 (N): -0.060

No. 6
Formula: C4H13NO3
Source: the Open Molecules 2025 dataset
Level of theory: the ωB97M-V functional and the def2-TZVPD basis

Geometry as XYZ:
```
21
Properties=species:S:1:pos:R:3:forces:R:3
C 0.09464 0.13517 -1.98247 -0.87 0.18 -0.14
C -0.08100 0.70785 -0.60725 1.58 -0.39 -0.69
C -1.57136 0.84011 -0.18753 -0.69 -0.14 0.14
N -2.18895 -0.29896 0.26239 -0.19 0.46 -0.21
C -1.77613 0.61462 1.26326 -0.40 0.11 1.09
H -0.31470 -0.86710 -2.04531 -0.07 -0.20 -0.08
H -0.34720 0.75446 -2.77284 0.17 -0.06 0.10
H 1.17424 0.03997 -2.11802 0.45 0.10 0.11
H 0.42443 0.06943 0.11722 -0.35 -0.06 0.07
H -2.22105 1.45749 -0.81101 0.36 -0.13 -0.42
H -0.87001 0.39693 1.83605 0.12 0.15 -0.19
H -2.62713 0.99333 1.84347 0.32 -0.23 0.05
H -0.65557 -3.18779 0.81847 0.05 0.23 -0.17
H -1.11203 -1.84111 0.24046 -0.15 -0.28 -0.05
O -0.39098 -2.48283 0.20976 0.10 -0.26 0.17
H 0.40434 1.67188 -0.51178 -0.32 0.41 0.16
H 2.29773 0.57663 0.55283 0.11 0.33 0.55
O 1.92567 1.09368 1.43125 -0.11 -0.09 -0.11
H 2.64306 1.18813 2.06321 0.05 -0.05 -0.12
H 3.40927 -0.61356 -0.50942 -0.08 0.02 0.13
O 2.58844 -0.11641 -0.59557 -0.07 -0.11 -0.37
```
Forces are in eV/Å.

Its relative energy (zero: lowest compared OMol25 entry of this formula, charge and spin) is 846.88 kJ/mol.

Löwdin population analysis, charges in e, atoms 1 to 5: atom 1 (C): -0.079, atom 2 (C): -0.193, atom 3 (C): -0.257, atom 4 (N): 0.234, atom 5 (C): -0.075

Record order is preserved below.
HOMO level: -9.817, -9.041, -8.592, -9.249, -9.643, -8.162 eV
Record order is preserved below.
HOMO-LUMO gap: 10.4, 9.7, 9.2, 9.9, 10.1, 3.5 eV